Record 1
{"formula": "C39H54F8O39", "method": "ωB97M-V/def2-TZVPD", "symbols": ["C", "C", "O", "C", "O", "O", "F", "H", "H", "H", "C", "C", "O", "C", "O", "O", "F", "H", "H", "H", "C", "C", "O", "C", "O", "O", "F", "H", "H", "H", "C", "C", "O", "C", "O", "O", "F", "H", "H", "H", "C", "C", "O", "C", "O", "O", "F", "H", "H", "H", "C", "C", "O", "C", "O", "O", "F", "H", "H", "H", "C", "C", "O", "C", "O", "O", "F", "H", "H", "H", "C", "C", "O", "C", "O", "O", "F", "H", "H", "H", "C", "O", "C", "O", "O", "C", "H", "H", "H", "H", "H", "H", "C", "O", "C", "O", "O", "C", "H", "H", "H", "H", "H", "H", "C", "O", "C", "O", "O", "C", "H", "H", "H", "H", "H", "H", "C", "O", "C", "O", "O", "C", "H", "H", "H", "H", "H", "H", "C", "O", "C", "O", "O", "C", "H", "H", "H", "H", "H", "H"], "xyz": [[5.83, -24.28, -20.02], [4.61, -25.05, -20.42], [4.02, -24.28, -21.43], [4.60, -23.09, -21.50], [4.12, -22.16, -22.13], [5.80, -23.16, -20.90], [3.74, -25.18, -19.50], [6.73, -24.90, -20.03], [5.73, -23.94, -18.99], [4.89, -26.05, -20.76], [3.76, -29.61, -27.45], [2.83, -28.44, -27.86], [2.77, -27.71, -26.67], [3.12, -28.55, -25.61], [2.95, -28.26, -24.43], [3.56, -29.70, -26.13], [1.65, -28.82, -28.25], [4.82, -29.41, -27.55], [3.42, -30.56, -27.88], [3.32, -27.83, -28.62], [9.19, -29.60, -15.30], [9.39, -28.40, -14.30], [8.85, -27.35, -14.96], [8.01, -27.79, -15.91], [7.30, -27.03, -16.52], [8.09, -29.10, -16.08], [10.71, -28.16, -13.99], [8.87, -30.55, -14.87], [10.04, -29.74, -15.96], [8.89, -28.55, -13.35], [2.51, -22.60, -27.66], [3.81, -22.75, -26.91], [4.73, -23.10, -27.89], [4.27, -22.84, -29.04], [4.88, -22.97, -30.10], [3.07, -22.37, -28.90], [3.71, -23.69, -26.01], [1.78, -21.88, -27.31], [2.03, -23.58, -27.66], [4.19, -21.88, -26.36], [-1.12, -22.60, -22.19], [-0.90, -23.72, -23.15], [-0.98, -22.99, -24.37], [-1.64, -21.85, -24.23], [-2.03, -21.13, -25.18], [-2.01, -21.76, -22.89], [-1.93, -24.55, -23.13], [-0.15, -22.12, -22.08], [-1.43, -22.93, -21.20], [0.07, -24.19, -22.99], [1.34, -29.37, -14.83], [2.30, -28.18, -14.97], [2.86, -28.37, -16.27], [2.60, -29.61, -16.63], [3.01, -30.05, -17.71], [1.91, -30.25, -15.73], [3.23, -28.30, -14.08], [0.28, -29.17, -14.98], [1.30, -29.70, -13.79], [1.81, -27.20, -14.92], [8.55, -17.59, -19.28], [7.98, -18.70, -20.17], [7.34, -18.08, -21.24], [7.79, -16.86, -21.27], [7.45, -16.09, -22.17], [8.52, -16.50, -20.18], [7.07, -19.34, -19.42], [9.54, -17.78, -18.87], [7.93, -17.22, -18.47], [8.69, -19.41, -20.58], [11.90, -26.77, -18.91], [12.71, -25.46, -19.12], [13.83, -25.65, -18.26], [13.59, -26.77, -17.40], [14.44, -27.16, -16.61], [12.36, -27.30, -17.69], [12.00, -24.44, -18.66], [12.06, -27.48, -19.73], [10.81, -26.67, -18.94], [13.03, -25.25, -20.14], [7.87, -27.11, -25.06], [7.48, -27.92, -23.94], [8.33, -27.99, -22.92], [9.25, -27.21, -22.82], [8.02, -28.93, -21.98], [6.85, -29.78, -22.09], [6.94, -27.07, -25.62], [8.51, -27.63, -25.78], [8.26, -26.12, -24.84], [5.93, -29.27, -22.39], [6.70, -30.34, -21.17], [6.93, -30.43, -22.96], [-0.83, -27.98, -20.02], [-1.37, -27.94, -18.68], [-1.91, -26.77, -18.15], [-2.11, -25.75, -18.77], [-2.10, -26.91, -16.84], [-3.04, -26.06, -16.20], [-0.29, -28.92, -20.11], [-0.07, -27.23, -20.20], [-1.64, -27.89, -20.75], [-4.09, -26.16, -16.46], [-2.83, -25.03, -16.50], [-3.05, -25.99, -15.12], [-2.37, -18.68, -17.51], [-1.91, -19.72, -16.71], [-1.01, -20.62, -17.18], [-0.48, -20.63, -18.30], [-0.70, -21.54, -16.17], [0.27, -22.58, -16.38], [-2.69, -17.83, -16.91], [-3.16, -18.99, -18.19], [-1.60, -18.30, -18.19], [0.03, -23.19, -15.51], [1.31, -22.24, -16.35], [0.19, -23.11, -17.33], [1.35, -17.08, -22.18], [0.37, -17.24, -23.18], [-0.81, -16.74, -23.08], [-1.25, -16.10, -22.10], [-1.29, -16.74, -24.33], [-2.40, -15.99, -24.69], [2.09, -17.88, -22.27], [0.91, -17.23, -21.19], [1.66, -16.03, -22.20], [-2.24, -14.93, -24.46], [-3.00, -16.41, -23.89], [-2.87, -16.28, -25.62], [4.76, -17.72, -26.22], [3.82, -17.85, -27.31], [4.05, -17.88, -28.60], [3.20, -17.60, -29.40], [5.33, -18.19, -28.86], [5.87, -18.21, -30.14], [4.98, -16.66, -26.13], [5.71, -18.20, -26.46], [4.29, -18.02, -25.28], [6.16, -19.20, -30.47], [6.79, -17.67, -30.34], [5.21, -17.87, -30.94]], "energy_ha": -5251.68429, "e_lumo_ev": -0.021, "relative_energy_kcal_mol": 143.6, "homo_lumo_gap_ev": 10.29}

---

Record 2
{"formula": "C39H54N9O3", "method": "ωB97M-V/def2-TZVPD", "symbols": ["O", "C", "O", "C", "C", "C", "C", "O", "C", "C", "N", "H", "H", "H", "H", "H", "H", "H", "H", "H", "H", "H", "H", "H", "H", "N", "C", "C", "C", "C", "H", "H", "H", "H", "H", "N", "C", "C", "C", "C", "H", "H", "H", "H", "H", "N", "C", "C", "C", "C", "H", "H", "H", "H", "H", "N", "C", "C", "C", "C", "H", "H", "H", "H", "H", "N", "C", "C", "C", "C", "H", "H", "H", "H", "H", "N", "C", "C", "C", "C", "H", "H", "H", "H", "H", "N", "C", "C", "C", "C", "H", "H", "H", "H", "H", "N", "C", "C", "C", "C", "H", "H", "H", "H", "H"], "xyz": [[3.74, 2.77, -0.46], [3.25, 3.88, -0.38], [3.68, 4.79, 0.52], [2.12, 4.31, -1.31], [1.45, 3.04, -1.86], [0.02, 3.12, -2.43], [-0.81, 1.89, -1.99], [-1.34, 2.02, -0.69], [-2.16, 3.16, -0.65], [-1.25, 4.37, -0.68], [-0.69, 4.40, -2.08], [3.17, 5.60, 0.46], [1.47, 5.02, -0.81], [2.60, 4.84, -2.14], [1.52, 2.26, -1.12], [2.08, 2.70, -2.67], [0.07, 3.08, -3.51], [-1.61, 1.68, -2.70], [-0.12, 1.05, -1.98], [-2.80, 3.18, 0.22], [-2.80, 3.17, -1.53], [-0.45, 4.26, 0.03], [-1.84, 5.27, -0.54], [-0.12, 5.22, -2.26], [-1.50, 4.48, -2.70], [-5.43, 5.16, 0.27], [-5.70, 4.96, -1.06], [-6.83, 4.20, -1.15], [-7.27, 3.93, 0.17], [-6.39, 4.53, 1.03], [-4.66, 5.68, 0.63], [-5.07, 5.39, -1.83], [-7.30, 3.87, -2.06], [-8.13, 3.36, 0.46], [-6.36, 4.57, 2.10], [1.21, -0.99, -0.35], [2.25, -0.15, -0.66], [2.43, -0.20, -2.02], [1.46, -1.11, -2.54], [0.72, -1.57, -1.49], [0.85, -1.15, 0.57], [2.77, 0.40, 0.10], [3.18, 0.33, -2.57], [1.33, -1.39, -3.57], [-0.09, -2.27, -1.45], [-2.86, 8.34, 0.55], [-2.02, 9.41, 0.44], [-1.73, 9.59, -0.89], [-2.43, 8.59, -1.61], [-3.12, 7.83, -0.70], [-3.24, 7.99, 1.41], [-1.72, 9.97, 1.31], [-1.11, 10.36, -1.29], [-2.43, 8.44, -2.68], [-3.76, 6.98, -0.83], [-5.61, 0.93, -4.70], [-6.49, 0.32, -5.56], [-7.58, 1.14, -5.69], [-7.35, 2.28, -4.88], [-6.13, 2.13, -4.29], [-4.73, 0.55, -4.42], [-6.27, -0.64, -5.99], [-8.45, 0.94, -6.29], [-8.01, 3.13, -4.76], [-5.59, 2.76, -3.61], [2.34, -1.47, 3.05], [2.59, -2.21, 4.17], [2.68, -1.35, 5.23], [2.47, -0.04, 4.73], [2.26, -0.15, 3.38], [2.24, -1.85, 2.13], [2.69, -3.29, 4.12], [2.87, -1.63, 6.25], [2.47, 0.88, 5.30], [2.07, 0.61, 2.64], [1.95, -6.95, -1.31], [1.71, -5.69, -1.79], [2.08, -4.79, -0.83], [2.57, -5.54, 0.28], [2.47, -6.86, -0.05], [1.78, -7.80, -1.81], [1.30, -5.54, -2.78], [2.01, -3.72, -0.91], [2.94, -5.15, 1.21], [2.74, -7.74, 0.51], [5.51, -3.67, 5.87], [6.20, -4.83, 5.61], [6.67, -5.31, 6.80], [6.25, -4.41, 7.82], [5.53, -3.41, 7.21], [5.05, -3.10, 5.18], [6.29, -5.20, 4.61], [7.25, -6.20, 6.93], [6.44, -4.49, 8.87], [5.04, -2.54, 7.62], [1.75, -10.50, 0.31], [3.10, -10.60, 0.07], [3.45, -11.92, 0.15], [2.27, -12.65, 0.46], [1.24, -11.75, 0.55], [1.22, -9.65, 0.31], [3.69, -9.72, -0.14], [4.44, -12.31, 0.02], [2.19, -13.71, 0.60], [0.20, -11.89, 0.76]], "energy_ha": -2236.68758, "e_lumo_ev": -3.248, "charge": 1, "homo_lumo_gap_ev": 6.00}